ORCA calculation (wB97M-V/def2-TZVPD) on 4 unconnected molecules or ions with the total composition C3H15NO4.

XYZ file:
```
23
Properties=species:S:1:pos:R:3
C 1.4237 0.8607 -2.3078
C 0.0132 0.3019 -2.1829
N -0.1664 -0.2490 -0.8262
C -1.5341 -0.5809 -0.5355
O -2.4115 0.5280 -0.4889
H 1.6675 1.1765 -3.3243
H 2.1062 0.0579 -2.0206
H 1.6547 1.7352 -1.6964
H -0.7799 1.0115 -2.4002
H -0.0273 -0.5413 -2.8748
H 0.2168 0.3704 -0.1197
H -1.5693 -1.1604 0.3914
H -2.0183 -1.1466 -1.3331
H -2.1755 1.1634 0.2036
O 1.2807 -0.2377 2.6590
H 1.9786 -0.2141 3.3366
H 1.4879 -0.9541 2.0179
O -0.6518 1.5345 1.8850
H 0.1321 1.0813 2.2615
H -0.8229 2.3518 2.3552
O 1.4839 -2.0854 0.6845
H 1.1912 -1.6355 -0.1262
H 0.8915 -2.8191 0.8511
```

- energy above the lowest of the compared OMol25 structures with the same formula, charge and spin (kcal per mole) = 6.3
- net charge = 0
- frontier orbital gap (Eh) = 0.3674
- LUMO (eV) = 0.7

Quick look at the natural (NBO) charges, all values in e: number 1, C, carries -0.6175; number 2, C, carries -0.2222; number 3, N, carries -0.6872; number 4, C, carries 0.0931; number 5, O, carries -0.7519; number 6, H, carries 0.2155; number 7, H, carries 0.2035; number 8, H, carries 0.2065; number 9, H, carries 0.1938; number 10, H, carries 0.1835; number 11, H, carries 0.3816; number 12, H, carries 0.1589; number 13, H, carries 0.1716; number 14, H, carries 0.4883; number 15, O, carries -1.0039; number 16, H, carries 0.4798; number 17, H, carries 0.5143; number 18, O, carries -1.0058; number 19, H, carries 0.5138; number 20, H, carries 0.4737; number 21, O, carries -0.9801; number 22, H, carries 0.5098; number 23, H, carries 0.4808

---

ORCA calculation (wB97M-V/def2-TZVPD) on a single C4H10NP molecule in a non-equilibrium geometry.

XYZ file:
```
16
Properties=species:S:1:pos:R:3
C 0.6946 3.1001 -0.5973
N -0.0070 2.1373 -0.1757
P -0.2860 0.5732 -0.8182
C -1.9751 0.4236 0.5891
C 0.6776 -0.6083 0.1540
C 0.8288 -1.9870 -0.4979
H 0.5172 4.0105 -0.0524
H 1.1133 3.2548 -1.5750
H -2.5534 -0.4133 0.4298
H -2.4566 1.3722 0.5197
H -1.4683 0.2453 1.4916
H 1.7147 -0.3604 0.3421
H 0.2153 -0.8435 1.1078
H 1.0803 -2.0620 -1.5458
H 1.8145 -2.4059 -0.1618
H -0.1025 -2.5587 -0.4924
```

- energy above the lowest of the compared OMol25 structures with the same formula, charge and spin (kcal per mole) = 43.5
- net charge = 0
- frontier orbital gap (Eh) = 0.3235
- LUMO (eV) = 0.8

Quick look at the natural (NBO) charges, all values in e: number 1, C, carries -0.0029; number 2, N, carries -0.7256; number 3, P, carries 0.8680; number 4, C, carries -0.7682; number 5, C, carries -0.7554; number 6, C, carries -0.6220; number 7, H, carries 0.1579; number 8, H, carries 0.1454; number 9, H, carries 0.1906; number 10, H, carries 0.2124; number 11, H, carries 0.1906; number 12, H, carries 0.2351; number 13, H, carries 0.2254; number 14, H, carries 0.2128; number 15, H, carries 0.2215; number 16, H, carries 0.2146

---

Q: The lowest frontier orbital gap belongs to which entry?
A: C4H10NP

---

Q: Among the records above, which one has the lowest LUMO?
A: C3H15NO4

---

Q: Which value of net charge does entry 1 give?
A: 0